Density functional theory data (ωB97M-V/def2-TZVPD) for the molecule C4H6O4.

Geometry as XYZ:
```
14
Properties=species:S:1:pos:R:3:mulliken_charge:R:1
C -0.7074 -0.5932 -1.5163 0.62
C -0.7360 0.3685 -0.3308 -0.77
C -0.6866 -0.0354 1.0501 -0.25
C 1.2584 0.9081 1.6892 0.07
H 0.8804 -0.6861 -0.7572 0.47
H -1.5519 1.1434 -0.8120 0.23
H 0.3043 0.9799 -0.5397 0.39
H -1.6482 -0.0647 1.5900 0.29
H -0.2551 -0.9510 1.3629 0.42
H 1.8959 1.4151 2.4774 0.36
O 0.5380 -1.0358 -1.5771 -0.46
O -1.6181 -0.9033 -2.3211 -0.59
O -0.0421 0.9598 1.9510 -0.31
O 1.8227 0.2636 0.8629 -0.48
```

Values from the calculation:
- LUMO level: 0.594 eV
- Total energy: -12433.6709 eV
- HOMO level: -10.57 eV
- Relative energy (zero: lowest compared OMol25 entry of this formula, charge and spin): 57.7 kcal per mole
- Structure (SMILES): O=COCCC(=O)O
- Frontier orbital gap: 11.16 eV
- Net charge: 0